# 1
C49H51ClFO37PS | wB97M-V/def2-TZVPD

## Properties
LUMO: -0.0644 Eh
SMILES: C#Cc1cc2c(cc1P(O)Cl)C(=O)c1cc(CCC(=O)O)cc(S(=O)(=O)F)c1C2=O.O=C1OCCO1.O=C1OCCO1.O=C1OCCO1.O=C1OCCO1.O=C1OCCO1.O=C1OCCO1.O=C1OCCO1.O=C1OCCO1.O=C1OCCO1.O=C1OCCO1
strongest force on any atom: 6.94 eV/A
orbital gap: 0.267 Eh
total charge: 0
DFT total energy: -162745.4531 eV

Last column: Löwdin charge in e.
Element x y z (Å)
C1 4.504 -5.695 3.584  0.0786
C2 3.958 -5.670 2.374  -0.0978
C3 2.941 -5.232 1.193  -0.1487
C4 1.439 -5.778 1.268  0.0569
C5 0.376 -5.362 0.181  -0.0115
C6 0.857 -4.378 -0.991  -0.0168
C7 2.346 -3.822 -1.100  0.0285
C8 3.420 -4.258 0.018  -0.3263
P1 5.176 -3.552 -0.125  0.6176
O1 5.150 -1.819 -0.307  -0.3901
Cl1 6.049 -4.387 -1.904  0.1054
C9 -0.326 -3.969 -2.045  -0.2324
O2 -0.125 -3.849 -3.300  0.0339
C10 -1.784 -3.703 -1.347  -0.0023
C11 -2.665 -2.485 -1.830  0.1071
C12 -4.062 -2.272 -1.058  -0.0762
C13 -4.997 -1.006 -1.476  -0.1159
C14 -4.421 0.325 -0.725  -0.0643
C15 -3.216 0.036 0.300  -0.3565
O3 -2.014 0.337 -0.069  -0.0095
O4 -3.349 -0.578 1.598  0.0171
C16 -4.539 -3.277 0.107  0.0630
C17 -3.646 -4.511 0.592  -0.1580
S1 -4.179 -5.632 1.962  0.8466
O5 -3.136 -5.567 3.080  -0.3420
O6 -4.369 -7.077 1.525  -0.3066
F1 -5.651 -5.127 2.706  -0.2479
C18 -2.256 -4.678 -0.165  0.0027
C19 -1.180 -5.844 0.210  -0.2268
O7 -1.539 -7.026 0.527  0.0529
H1 4.837 -5.964 4.662  0.0631
H2 1.138 -6.474 2.151  0.1274
H3 2.620 -3.098 -1.951  0.0977
H4 4.310 -1.640 -0.827  0.0219
H5 -2.389 -1.739 -2.676  0.1049
H6 -4.988 -0.805 -2.621  0.1102
H7 -6.104 -1.124 -1.134  0.0968
H8 -3.983 0.997 -1.570  0.1287
H9 -5.229 0.925 -0.165  0.1037
H10 -2.644 -1.288 1.595  0.1271
H11 -5.579 -3.035 0.574  0.0943
O8 -3.827 3.736 -3.662  0.1378
C20 -3.231 4.113 -2.687  -0.5426
O9 -3.626 3.876 -1.404  0.0418
C21 -2.559 4.274 -0.559  -0.1220
C22 -1.818 5.268 -1.395  -0.1407
O10 -2.076 4.832 -2.722  0.0762
H12 -2.937 4.709 0.368  0.1387
H13 -1.953 3.395 -0.319  0.1289
H14 -2.203 6.285 -1.275  0.1367
H15 -0.747 5.269 -1.189  0.1109
O11 -7.316 -2.258 0.020  0.0904
C23 -8.194 -2.402 0.836  -0.5071
O12 -9.378 -3.023 0.588  0.0806
C24 -10.031 -3.188 1.838  -0.1203
C25 -9.420 -2.114 2.682  -0.1305
O13 -8.125 -1.961 2.120  0.0724
H16 -11.111 -3.072 1.732  0.1403
H17 -9.818 -4.192 2.218  0.1364
H18 -9.955 -1.165 2.602  0.1066
H19 -9.356 -2.397 3.735  0.1392
O14 0.047 7.291 0.635  0.1436
C26 0.533 7.773 -0.355  -0.5348
O15 1.426 8.801 -0.351  0.0697
C27 1.925 8.921 -1.673  -0.1299
C28 0.840 8.309 -2.502  -0.1340
O16 0.259 7.359 -1.623  0.0176
H20 2.104 9.968 -1.928  0.1353
H21 2.869 8.372 -1.746  0.1364
H22 0.077 9.036 -2.794  0.1370
H23 1.226 7.820 -3.398  0.1300
O17 4.092 -1.108 -2.959  0.1038
C29 5.033 -0.356 -3.067  -0.5318
O18 6.303 -0.648 -2.667  0.0489
C30 7.142 0.383 -3.167  -0.1172
C31 6.202 1.531 -3.345  -0.1214
O19 4.961 0.892 -3.603  0.0583
H24 7.944 0.607 -2.461  0.1205
H25 7.583 0.052 -4.112  0.1391
H26 6.107 2.138 -2.439  0.1294
H27 6.487 2.178 -4.176  0.1407
O20 -3.423 -0.928 -4.231  0.1136
C32 -2.584 -0.651 -5.050  -0.5125
O21 -2.721 -0.851 -6.388  0.0783
C33 -1.632 -0.195 -7.020  -0.1284
C34 -0.598 -0.137 -5.939  -0.1279
O22 -1.377 -0.099 -4.753  0.0669
H28 -1.293 -0.758 -7.892  0.1380
H29 -1.957 0.798 -7.343  0.1383
H30 0.036 -1.029 -5.917  0.1389
H31 0.036 0.747 -6.016  0.1380
O23 8.203 2.669 -0.286  0.1350
C35 8.631 1.746 0.359  -0.5377
O24 8.866 0.502 -0.143  0.0427
C36 9.570 -0.223 0.856  -0.1161
C37 9.188 0.482 2.119  -0.1349
O25 8.940 1.811 1.683  0.0732
H32 9.270 -1.273 0.857  0.1396
H33 10.643 -0.160 0.648  0.1346
H34 8.273 0.078 2.564  0.1455
H35 9.987 0.461 2.869  0.0879
O26 -7.460 -6.459 8.399  0.1461
C38 -6.626 -6.182 7.579  -0.5417
O27 -6.766 -6.386 6.240  0.0664
C39 -5.680 -5.728 5.603  -0.1495
C40 -4.643 -5.665 6.681  -0.1306
O28 -5.417 -5.625 7.871  0.0611
H36 -5.342 -6.292 4.733  0.1104
H37 -6.007 -4.736 5.279  0.1315
H38 -4.006 -6.554 6.703  0.1382
H39 -4.011 -4.779 6.599  0.1374
O29 2.049 5.449 -2.719  0.1503
C41 2.174 4.384 -2.177  -0.5191
O30 1.155 3.499 -1.998  0.0604
C42 1.728 2.289 -1.537  -0.1219
C43 3.014 2.738 -0.920  -0.1236
O31 3.340 3.906 -1.663  0.0691
H40 1.070 1.797 -0.818  0.1395
H41 1.883 1.623 -2.391  0.1366
H42 2.901 3.010 0.134  0.1404
H43 3.801 1.987 -1.010  0.1269
O32 -10.208 0.696 1.469  0.1412
C44 -9.402 1.493 1.064  -0.5176
O33 -9.343 2.795 1.457  0.0715
C45 -8.137 3.333 0.938  -0.1278
C46 -7.844 2.443 -0.230  -0.1273
O34 -8.431 1.208 0.152  0.0643
H44 -8.272 4.376 0.644  0.1382
H45 -7.364 3.279 1.711  0.1378
H46 -8.319 2.791 -1.151  0.1415
H47 -6.773 2.326 -0.406  0.1142
O35 10.601 1.259 4.299  0.1294
C47 11.436 2.030 3.904  -0.5194
O36 11.527 3.331 4.293  0.0796
C48 12.757 3.831 3.790  -0.1290
C49 13.041 2.928 2.631  -0.1287
O37 12.411 1.713 3.008  0.0671
H48 12.657 4.876 3.490  0.1391
H49 13.516 3.757 4.575  0.1373
H50 12.590 3.286 1.701  0.1380
H51 14.111 2.778 2.472  0.1376

=====

# 2
C2H2Br2Si | wB97M-V/def2-TZVPD

## Properties
LUMO (alpha / beta): -0.0955 / -0.1191 Eh
strongest force on any atom: 3.51 eV/A
orbital gap (alpha / beta): 0.272 / 0.214 Eh
energy relative to the best compared isomer or geometry (same formula, charge and spin): 60.84 kcal/mol
total charge: 0
DFT total energy: -150066.0370 eV

Last column: Löwdin charge in e.
Element x y z (Å)
C1 0.759 -0.088 0.628  -0.2508
C2 0.934 0.033 -0.694  -0.1831
Si1 -0.768 -0.560 -0.215  0.2804
Br1 -1.584 -2.628 0.010  0.3073
Br2 -2.406 2.501 0.144  -0.2154
H1 1.384 0.281 1.380  0.0386
H2 1.681 0.462 -1.253  0.0229

=====

# 3
C43H113BN9O21 | wB97M-V/def2-TZVPD

## Properties
LUMO: 0.0688 Eh
strongest force on any atom: 3.57 eV/A
orbital gap: 0.328 Eh
total charge: -1
DFT total energy: -103508.3176 eV

Last column: Löwdin charge in e.
Element x y z (Å)
O1 1.844 -24.382 -17.853  0.1093
C1 2.350 -25.055 -16.955  -0.3656
O2 1.818 -25.446 -15.833  0.2346
B1 2.684 -26.431 -15.140  -0.8660
O3 3.970 -26.323 -15.881  0.2010
C2 3.754 -25.647 -17.022  -0.3021
O4 4.568 -25.425 -17.932  0.0982
O5 2.188 -27.841 -15.054  0.1969
C3 1.943 -28.163 -13.793  -0.3922
O6 1.543 -29.239 -13.373  0.1289
C4 2.372 -27.045 -12.968  -0.3873
O7 2.838 -26.072 -13.739  0.2487
O8 2.278 -27.070 -11.768  0.1463
C5 8.009 -30.724 -18.145  -0.0569
C6 6.535 -30.884 -18.404  -0.4291
C7 5.640 -29.945 -17.559  -0.1546
O9 5.798 -30.130 -16.129  -0.2044
C8 4.898 -29.493 -15.285  -0.1024
N1 6.345 -30.537 -19.814  0.0386
H1 8.155 -30.733 -17.064  0.0808
H2 8.260 -29.712 -18.461  0.0708
H3 8.644 -31.488 -18.593  0.0786
H4 6.163 -31.872 -18.130  0.1306
H5 4.596 -30.107 -17.826  0.1212
H6 5.947 -28.911 -17.715  0.1178
H7 3.836 -29.536 -15.526  0.0860
H8 5.205 -28.454 -15.407  0.0783
H9 4.997 -29.701 -14.219  0.0816
H10 6.995 -31.055 -20.387  0.0838
H11 5.446 -30.949 -20.018  0.0797
C9 3.902 -27.901 -20.534  -0.0394
C10 4.935 -28.111 -21.696  -0.4116
C11 4.590 -27.225 -22.929  -0.1932
O10 3.219 -27.244 -23.337  -0.2054
C12 2.786 -26.324 -24.377  -0.0746
N2 6.240 -27.766 -21.224  0.0269
H12 4.200 -28.257 -19.547  0.0482
H13 2.935 -28.375 -20.704  0.0664
H14 3.761 -26.835 -20.356  0.0747
H15 4.859 -29.175 -21.919  0.1176
H16 5.257 -27.524 -23.737  0.1126
H17 4.872 -26.196 -22.706  0.1247
H18 3.587 -26.221 -25.110  0.0780
H19 2.541 -25.357 -23.939  0.0829
H20 1.880 -26.749 -24.809  0.0817
H21 6.541 -28.570 -20.692  0.0457
H22 6.912 -27.714 -21.977  0.0898
C13 5.554 -21.852 -16.845  -0.0404
C14 4.131 -21.282 -16.568  -0.4503
C15 3.539 -21.839 -15.246  -0.1288
O11 4.458 -21.395 -14.178  -0.1990
C16 4.119 -21.876 -12.913  -0.1377
N3 4.186 -19.886 -16.479  0.0270
H23 5.380 -22.896 -17.103  0.0591
H24 6.229 -21.685 -16.006  0.0740
H25 5.970 -21.309 -17.694  0.0753
H26 3.543 -21.538 -17.449  0.1371
H27 3.519 -22.928 -15.293  0.1122
H28 2.547 -21.416 -15.086  0.1220
H29 4.706 -21.396 -12.131  0.0839
H30 4.183 -22.924 -12.619  0.0792
H31 3.114 -21.542 -12.655  0.0822
H32 3.256 -19.571 -16.242  0.0695
H33 4.542 -19.668 -15.560  0.0683
C17 -1.466 -22.741 -17.613  -0.0458
C18 -1.452 -23.883 -18.642  -0.4207
C19 -2.788 -24.012 -19.394  -0.2527
O12 -3.916 -24.102 -18.628  -0.1837
C20 -4.120 -25.318 -17.867  -0.0428
N4 -0.325 -23.644 -19.537  0.0401
H34 -2.464 -22.498 -17.247  0.0735
H35 -1.019 -21.892 -18.130  0.0664
H36 -0.797 -22.920 -16.771  0.0709
H37 -1.193 -24.772 -18.067  0.1046
H38 -2.722 -24.696 -20.241  0.1075
H39 -2.881 -23.118 -20.011  0.1234
H40 -3.721 -26.107 -18.505  0.0648
H41 -5.192 -25.412 -17.692  0.0863
H42 -3.607 -25.306 -16.905  0.0776
H43 -0.252 -22.644 -19.664  0.0566
H44 0.511 -23.883 -19.024  0.0148
C21 -5.052 -32.193 -14.718  -0.0693
C22 -4.043 -32.386 -15.886  -0.4181
C23 -2.604 -31.943 -15.422  -0.1886
O13 -2.474 -30.593 -15.009  -0.1865
C24 -1.146 -30.163 -14.889  -0.1063
N5 -4.047 -33.824 -16.146  0.0306
H45 -5.165 -31.117 -14.583  0.0736
H46 -4.699 -32.687 -13.813  0.0793
H47 -6.025 -32.591 -15.005  0.0670
H48 -4.365 -31.702 -16.671  0.1294
H49 -1.935 -31.977 -16.282  0.1200
H50 -2.433 -32.604 -14.573  0.1161
H51 -0.714 -29.873 -15.847  0.0824
H52 -0.552 -30.845 -14.281  0.0635
H53 -1.197 -29.266 -14.272  0.0775
H54 -3.890 -33.891 -17.141  0.0676
H55 -4.967 -34.230 -16.050  0.0605
C25 9.881 -24.986 -16.898  -0.0586
C26 9.114 -26.220 -16.369  -0.3735
C27 7.722 -25.770 -15.749  -0.2177
O14 7.854 -25.061 -14.582  -0.1700
C28 6.651 -24.678 -13.993  -0.1016
N6 8.728 -27.029 -17.526  0.0300
H56 9.296 -24.415 -17.620  0.0771
H57 10.839 -25.271 -17.333  0.0671
H58 10.090 -24.366 -16.026  0.0674
H59 9.724 -26.830 -15.702  0.1330
H60 7.202 -26.685 -15.465  0.1148
H61 7.086 -25.262 -16.475  0.1178
H62 6.850 -24.299 -12.991  0.0908
H63 5.851 -25.404 -13.851  0.0782
H64 6.256 -23.943 -14.695  0.0782
H65 7.995 -27.639 -17.192  0.0357
H66 8.084 -26.461 -18.057  0.0139
C29 -1.949 -27.779 -20.020  -0.0655
C30 -0.789 -28.508 -19.324  -0.3947
C31 -0.449 -27.831 -17.994  -0.1846
O15 -1.636 -27.693 -17.191  -0.1809
C32 -1.318 -27.017 -16.006  -0.1225
N7 -1.215 -29.934 -19.215  0.0398
H67 -1.615 -26.763 -20.231  0.0691
H68 -2.872 -27.849 -19.445  0.0642
H69 -2.190 -28.208 -20.993  0.0757
H70 0.050 -28.500 -20.019  0.1301
H71 -0.026 -26.857 -18.237  0.1149
H72 0.368 -28.353 -17.495  0.1174
H73 -0.473 -27.535 -15.552  0.0637
H74 -2.225 -27.056 -15.402  0.0963
H75 -1.005 -25.978 -16.110  0.0818
H76 -2.089 -29.953 -18.708  0.0569
H77 -0.506 -30.316 -18.605  0.0520
C33 4.368 -29.584 -7.636  -0.0656
C34 3.892 -28.119 -7.399  -0.3942
C35 3.842 -27.326 -8.722  -0.2232
O16 5.092 -26.742 -9.017  -0.1791
C36 5.168 -26.213 -10.337  -0.1036
N8 2.567 -28.261 -6.806  0.0353
H78 4.730 -30.043 -6.716  0.0625
H79 5.287 -29.642 -8.221  0.0697
H80 3.619 -30.285 -8.004  0.0653
H81 4.602 -27.597 -6.758  0.1347
H82 3.090 -26.545 -8.609  0.1189
H83 3.436 -27.938 -9.527  0.1002
H84 5.203 -26.978 -11.113  0.0731
H85 6.176 -25.807 -10.266  0.0858
H86 4.489 -25.376 -10.499  0.0886
H87 2.163 -27.337 -6.741  0.0611
H88 1.939 -28.637 -7.502  0.0275
C37 4.923 -33.116 -14.941  -0.0320
C38 3.873 -33.184 -13.783  -0.4429
C39 2.657 -34.109 -14.125  -0.1762
O17 1.568 -34.151 -13.162  -0.1771
C40 0.741 -32.940 -13.149  -0.0796
N9 4.527 -33.613 -12.619  0.0270
H89 4.448 -32.643 -15.801  0.0708
H90 5.393 -34.076 -15.158  0.0776
H91 5.742 -32.438 -14.705  0.0744
H92 3.458 -32.207 -13.536  0.1214
H93 3.092 -35.089 -14.323  0.1183
H94 2.329 -33.865 -15.135  0.1143
H95 1.211 -31.964 -13.273  0.0641
H96 -0.023 -32.978 -12.372  0.0889
H97 0.081 -32.944 -14.016  0.0565
H98 4.972 -34.498 -12.815  0.0918
H99 3.824 -33.915 -11.960  0.0917
O18 6.960 -25.572 -19.442  -0.0776
H100 6.715 -26.277 -20.041  -0.0207
H101 6.143 -25.334 -19.003  -0.0134
C41 4.713 -30.111 -11.352  -0.1612
O19 5.584 -31.088 -11.855  -0.1320
H102 4.055 -30.532 -10.591  0.0688
H103 5.319 -29.253 -11.062  0.0789
H104 4.082 -29.856 -12.203  0.0534
H105 5.034 -31.833 -12.106  0.0008
C42 -1.635 -26.911 -11.485  -0.1846
O20 -2.452 -25.985 -10.878  -0.1011
H106 -1.772 -27.879 -11.002  0.0826
H107 -1.902 -26.981 -12.539  0.0648
H108 -0.592 -26.607 -11.571  0.0742
H109 -3.173 -26.463 -10.462  0.0778
C43 0.845 -29.557 -10.055  -0.1428
O21 0.618 -29.810 -8.668  -0.1316
H110 1.825 -29.874 -10.412  0.0564
H111 0.037 -30.009 -10.630  0.0784
H112 0.919 -28.492 -10.276  0.0581
H113 0.329 -30.715 -8.531  0.0791

=====

# 4
C5H6O2 | wB97M-V/def2-TZVPD

## Properties
LUMO: 0.0216 Eh
strongest force on any atom: 0.53 eV/A
orbital gap: 0.350 Eh
energy relative to the best compared isomer or geometry (same formula, charge and spin): 94.96 kcal/mol
total charge: 0
DFT total energy: -9372.9779 eV

Last column: Löwdin charge in e.
Element x y z (Å)
O1 1.111 2.089 0.352  0.1070
C1 0.636 1.008 0.095  -0.3617
C2 1.459 -0.271 -0.056  -0.0890
O2 0.697 -1.148 -0.884  -0.1175
C3 -0.663 -1.064 -0.829  -0.0950
C4 -1.182 -0.625 0.511  -0.1378
C5 -0.808 0.699 -0.133  -0.1215
H1 1.698 -0.690 0.930  0.1376
H2 2.395 -0.072 -0.581  0.1418
H3 -0.935 0.225 -1.303  0.1516
H4 -0.639 -0.923 1.407  0.1220
H5 -2.258 -0.759 0.611  0.1148
H6 -1.510 1.529 -0.121  0.1477

=====

# 5
C4H9NO2S3 | wB97M-V/def2-TZVPD

## Properties
LUMO: -0.0539 Eh
strongest force on any atom: 7.29 eV/A
orbital gap: 0.248 Eh
total charge: 0
DFT total energy: -42380.4404 eV

Last column: Löwdin charge in e.
Element x y z (Å)
C1 -0.879 1.082 -0.864  -0.4014
C2 -0.927 2.331 -1.738  -0.5669
C3 0.622 -2.607 1.895  -0.5875
C4 0.529 -1.333 1.054  -0.8572
H1 0.539 0.028 0.165  -0.3045
H2 0.935 0.296 -1.386  0.0513
H3 -1.449 0.283 -1.369  0.0730
H4 -1.385 1.294 0.086  0.1084
H5 -0.420 2.143 -2.692  0.0681
H6 -1.965 2.589 -1.966  0.0666
H7 0.857 3.107 -0.447  -0.1577
H8 1.012 -3.240 3.592  0.1421
H9 -0.053 -2.932 -0.494  -0.0812
N1 0.503 0.718 -0.571  -0.2954
O1 0.984 -2.375 3.152  0.0882
O2 0.390 -3.711 1.458  0.0734
S1 -0.196 3.784 -0.928  0.6769
S2 0.058 -1.598 -0.597  0.9567
S3 0.843 0.139 1.651  0.9471

=====

# 6
C4H19NO6 | wB97M-V/def2-TZVPD

## Properties
LUMO: 0.0067 Eh
SMILES: CCN(C)C=O.O.O.O.O.O
strongest force on any atom: 1.90 eV/A
orbital gap: 0.358 Eh
energy relative to the best compared isomer or geometry (same formula, charge and spin): 28.03 kcal/mol
total charge: 0
DFT total energy: -18231.1957 eV

Last column: Löwdin charge in e.
Element x y z (Å)
C1 -0.903 0.929 1.924  -0.0709
C2 -1.153 0.266 0.578  -0.2193
N1 -1.211 1.129 -0.633  -0.1531
C3 0.062 1.749 -0.950  -0.0576
C4 -2.292 1.971 -0.675  -0.3356
O1 -2.326 2.944 -1.397  0.0340
H1 -0.426 1.906 1.920  0.0801
H2 -0.268 0.233 2.466  0.0485
H3 -1.774 1.006 2.566  0.0685
H4 -2.148 -0.202 0.580  0.1118
H5 -0.494 -0.574 0.393  0.0846
H6 0.179 2.691 -0.402  0.1001
H7 0.053 2.019 -1.997  0.0865
H8 0.892 1.104 -0.709  0.0710
H9 -3.156 1.691 -0.056  0.1402
O2 -0.519 -3.900 -0.601  -0.0529
H10 -1.225 -4.142 -0.004  0.0542
H11 -0.700 -3.340 -1.366  0.0154
O3 3.424 1.212 0.768  -0.0550
H12 4.225 0.680 0.879  0.0546
H13 3.040 0.746 0.012  0.0329
O4 1.431 -2.164 0.412  -0.0801
H14 0.752 -2.566 -0.158  -0.0112
H15 1.923 -2.871 0.846  0.0493
O5 -0.184 -1.775 -2.603  -0.0404
H16 -0.651 -0.978 -2.309  0.0410
H17 0.663 -1.421 -2.900  0.0589
O6 1.914 -0.377 2.662  -0.0678
H18 2.287 -1.018 2.055  -0.0047
H19 2.403 0.442 2.532  0.0168